C6H6LiO2Pt as an isolated structure at a distorted geometry, computed with the ωB97M-V functional and the def2-TZVPD basis.

Properties
E_HOMO (alpha / beta)	-0.5816 / -0.6304	Ha
charge	+2
spin multiplicity	4
gap between HOMO and LUMO (alpha / beta)	7.26 / 6.27	eV

Each line ends with the natural charge from an NBO analysis.
Atoms and positions in Å:
C -1.490 1.929 0.324  -0.387
C -1.145 0.844 -0.382  -0.254
C -0.938 -0.554 0.107  -0.593
H -1.655 2.879 -0.186  0.268
H -1.658 1.911 1.404  0.223
H -1.007 0.923 -1.464  0.260
H -1.687 -1.220 -0.351  0.350
C -0.973 -0.788 1.485  0.859
O -1.008 -1.009 2.597  -0.249
O 2.177 0.073 -0.151  -0.818
C 1.740 -1.077 -0.408  0.256
C 0.579 -1.685 -0.627  -0.236
Li 1.227 1.517 0.739  0.954
Pt 3.732 0.688 -1.064  0.710
H 1.635 -1.690 -1.630  0.348
H 0.469 -2.741 -0.392  0.308

A 2-piece molecular cluster, C10H16 overall at a distorted geometry, computed with the ωB97M-V functional and the def2-TZVPD basis.

Properties
relative energy (zero: lowest compared OMol25 entry of this formula, charge and spin)	30.0	kcal per mole
E_HOMO	-0.3374	Ha
charge	0
gap between HOMO and LUMO	10.22	eV

Each line ends with the natural charge from an NBO analysis.
Atoms and positions in Å:
C 1.467 -2.233 -0.102  -0.633
C 0.193 -1.433 -0.356  0.008
C -0.910 -1.532 0.493  -0.239
C -2.075 -0.876 0.123  -0.199
C -2.173 -0.028 -0.963  -0.235
C -1.089 0.053 -1.834  -0.196
C 0.075 -0.673 -1.519  -0.238
H 1.294 -3.134 -0.698  0.225
H 1.615 -2.388 0.960  0.221
H 2.325 -1.763 -0.570  0.216
H -0.996 -2.102 1.408  0.220
H -2.900 -0.785 0.827  0.210
H -3.114 0.439 -1.219  0.217
H -1.044 0.733 -2.672  0.214
H 0.891 -0.473 -2.199  0.211
C 1.980 1.214 1.840  -0.624
C 1.427 2.314 0.865  -0.406
C -0.091 2.239 0.650  -0.650
H 2.747 0.605 1.351  0.199
H 1.156 0.505 1.888  0.213
H 2.421 1.660 2.721  0.213
H 1.558 3.300 1.308  0.199
H 1.946 2.246 -0.088  0.198
H -0.674 3.049 1.061  0.212
H -0.285 2.137 -0.438  0.218
H -0.516 1.228 0.686  0.225

A 2-piece molecular cluster, Cl5H2NSi2 overall at a distorted geometry, computed with the ωB97M-V functional and the def2-TZVPD basis.

Properties
relative energy (zero: lowest compared OMol25 entry of this formula, charge and spin)	67.9	kcal per mole
E_HOMO	-0.3491	Ha
charge	0
gap between HOMO and LUMO	9.22	eV

Each line ends with the natural charge from an NBO analysis.
Atoms and positions in Å:
Cl -0.653 0.642 -1.937  -0.310
Si -1.654 -0.577 -0.735  1.321
Cl -0.505 -1.916 0.179  -0.338
Cl -3.023 -1.547 -1.823  -0.342
Cl -2.751 0.345 0.643  -0.335
H 0.155 1.880 1.012  0.395
N 0.570 1.032 0.756  -1.390
Si 2.097 0.421 0.842  1.527
Cl 2.602 -0.636 -0.740  -0.344
H 3.161 0.357 1.803  -0.185

One molecule with the formula HNO3P2 at a distorted geometry, computed with the ωB97M-V functional and the def2-TZVPD basis.

Properties
relative energy (zero: lowest compared OMol25 entry of this formula, charge and spin)	13.9	kcal per mole
E_HOMO (alpha / beta)	-0.3621 / -0.3622	Ha
charge	0
gap between HOMO and LUMO (alpha / beta)	7.14 / 7.14	eV

Each line ends with the natural charge from an NBO analysis.
Atoms and positions in Å:
N -0.085 -1.147 0.590  0.112
O 0.130 -2.258 0.227  -0.131
O -1.790 -0.214 -0.502  -0.954
O -0.806 1.546 0.986  -1.021
P -0.624 0.602 -0.067  1.895
P 1.257 0.263 -1.019  0.103
H 1.919 1.207 -0.216  -0.004

One molecule with the formula C8H9FN2O2 at a distorted geometry, computed with the ωB97M-V functional and the def2-TZVPD basis.

Properties
relative energy (zero: lowest compared OMol25 entry of this formula, charge and spin)	75.4	kcal per mole
E_HOMO	-0.2901	Ha
charge	0
gap between HOMO and LUMO	7.64	eV

Each line ends with the natural charge from an NBO analysis.
Atoms and positions in Å:
C -2.804 -0.671 1.072  -0.393
N -1.621 -0.134 0.569  -0.440
C -0.614 0.327 1.495  -0.037
C 0.651 -0.008 1.176  -0.295
C 1.875 0.545 1.252  0.294
F 2.298 1.408 2.207  -0.330
C 2.794 0.436 0.171  -0.021
N 2.690 -0.209 -1.025  -0.552
C 1.841 -0.557 -1.926  0.467
O 0.576 -0.275 -2.206  -0.483
C -0.328 0.526 -1.502  -0.157
C -1.388 -0.364 -0.717  0.655
O -1.986 -1.100 -1.465  -0.584
H -3.624 -0.329 0.536  0.214
H -2.759 -1.785 1.274  0.206
H -2.888 -0.291 2.090  0.202
H -0.804 1.104 2.266  0.225
H 0.855 -0.700 0.292  0.225
H 3.662 0.951 0.293  0.203
H 2.249 -1.223 -2.828  0.184
H -0.934 1.185 -2.202  0.221
H 0.256 1.164 -0.822  0.192

An isolated ion of composition C3H6N and charge +1 at a distorted geometry, computed with the ωB97M-V functional and the def2-TZVPD basis.

Properties
relative energy (zero: lowest compared OMol25 entry of this formula, charge and spin)	35.5	kcal per mole
E_HOMO	-0.6338	Ha
charge	+1
gap between HOMO and LUMO	13.06	eV

Each line ends with the natural charge from an NBO analysis.
Atoms and positions in Å:
C -0.999 0.459 1.940  -0.482
C -0.079 0.084 0.398  0.588
N 0.388 -0.094 -0.649  -0.259
C 1.037 -0.384 -1.787  -0.474
H -0.735 1.476 2.297  0.282
H -1.997 0.538 1.736  0.241
H -0.875 -0.493 2.454  0.268
H 1.028 -1.560 -1.846  0.282
H 0.273 -0.140 -2.654  0.279
H 1.960 0.115 -1.889  0.275

For reference, DFT total energy by record: -508.5552 -390.5881 -2936.1122 -963.6534 -669.9586 -172.3020 Eh.